This record from OMol25 describes the molecule C2H2NPS. The level of theory is ωB97M-V with the def2-TZVPD basis set.

Structure (XYZ):
```
7
Properties=species:S:1:pos:R:3:forces:R:3:mulliken_charge:R:1
S -3.110 0.642 -0.012 0.495 -0.126 -0.001 -0.36
P -1.752 -0.739 -0.012 -0.210 0.145 0.013 0.05
N -0.220 -0.160 0.037 0.065 0.055 -0.017 -0.09
C 1.140 -0.604 -0.001 -0.220 0.949 0.013 -0.25
C 1.021 0.680 0.010 -0.664 -1.163 -0.005 -0.03
H 1.661 -1.528 -0.024 0.312 -0.371 -0.008 0.34
H 1.259 1.710 0.003 0.222 0.510 0.004 0.34
```
Positions in Å, forces in eV/Å.

SMILES: S=PN1C=C1
HOMO: -8.29 eV
total charge: 0
E_tot: -871.5828 hartree
LUMO level: 0.35 eV
orbital gap: 0.317 hartree
largest force on an atom: 0.0260 Eh/bohr